Record 1
Computed, not measured: a molecular structure, C29H42BO7Pb at a distorted geometry, with the ωB97M-V functional and the def2-TZVPD basis.

Computed properties:
2S+1 = 1
Orbital gap (alpha / beta) = 4.7 / 6.1 eV
Net charge = -1
Highest occupied orbital energy (alpha / beta) = -2.3 / -3.7 eV
Energy relative to the best compared isomer or geometry (same formula, charge and spin) = 420.0 kJ/mol
E = -51007.4518 eV

XYZ file:
```
80
Properties=species:S:1:pos:R:3:lowdin_charge:R:1
C 0.14 -0.99 -4.84 -0.230
C -0.35 -2.02 -3.77 -0.079
C -0.02 0.45 -4.27 -0.059
C -1.12 0.29 -3.22 -0.231
H -0.30 1.13 -5.09 0.132
H 0.94 0.75 -3.80 0.125
C -0.78 -1.15 -2.61 -0.206
H 0.47 -2.71 -3.50 0.115
H -1.24 -2.56 -4.14 0.132
C 0.42 -1.02 -1.62 -0.296
H -1.68 -1.53 -2.07 0.147
H -2.08 0.14 -3.73 0.146
C -1.29 1.42 -2.30 -0.307
C 1.63 -1.14 -5.17 -0.478
C -0.75 -1.17 -6.11 -0.432
O -1.49 -0.29 -6.43 0.132
O 2.44 -1.71 -4.48 0.119
O 1.96 -0.55 -6.34 -0.031
O -0.61 -2.30 -6.84 -0.026
C 0.35 -3.38 -6.59 -0.008
H 0.44 -3.63 -5.52 0.092
H 1.31 -3.06 -7.02 0.093
H -0.06 -4.22 -7.16 0.094
C 3.36 -0.54 -6.64 -0.035
H 3.92 0.00 -5.86 0.102
H 3.41 -0.01 -7.59 0.091
H 3.73 -1.57 -6.74 0.094
O -0.22 -0.44 -0.54 -0.419
H 1.25 -0.35 -2.03 0.120
H 0.89 -2.05 -1.45 0.123
C -2.65 1.75 -1.86 -0.073
C -0.15 2.26 -1.89 -0.069
H 0.27 2.80 -2.75 0.078
H 0.67 1.69 -1.42 0.065
H -0.49 3.01 -1.17 0.080
H -2.66 2.12 -0.83 0.078
H -3.31 0.88 -1.95 0.081
H -3.05 2.55 -2.51 0.081
Pb 0.04 -0.28 1.57 1.519
C -1.39 -1.69 3.20 -0.270
C -2.03 -1.68 1.89 -0.258
C -1.30 -2.62 1.06 -0.219
H -2.89 -1.04 1.59 0.093
C -0.25 -3.19 1.84 -0.192
C -0.28 -2.60 3.15 -0.201
H 0.40 -2.81 3.99 0.100
H -1.69 -1.08 4.07 0.080
H -1.59 -2.92 0.04 0.088
H 0.46 -3.95 1.48 0.091
C 2.34 0.60 2.09 -0.286
C 2.33 -0.57 2.97 -0.227
C 2.51 -1.74 2.16 -0.197
H 2.16 -0.54 4.06 0.093
C 2.62 -1.34 0.80 -0.199
C 2.53 0.10 0.74 -0.230
H 2.63 0.73 -0.16 0.087
H 2.22 1.66 2.37 0.092
H 2.57 -2.77 2.53 0.093
H 2.79 -2.00 -0.06 0.088
C -2.70 2.02 4.71 -0.002
C -1.25 2.49 4.58 -0.537
C -1.21 3.97 4.86 -0.013
O -0.84 2.30 3.26 0.084
B -0.25 1.02 3.29 -0.637
O 0.00 0.55 4.61 0.052
C -0.26 1.65 5.41 -0.544
C 1.08 2.34 5.64 -0.003
C -0.78 1.15 6.72 -0.005
H -3.08 2.18 5.73 0.087
H -2.84 0.96 4.45 0.093
H -3.35 2.60 4.04 0.096
H -1.95 4.53 4.27 0.096
H -1.46 4.13 5.91 0.089
H -0.21 4.39 4.69 0.090
H 1.00 3.20 6.31 0.086
H 1.76 1.62 6.12 0.099
H 1.57 2.67 4.71 0.098
H -1.70 0.56 6.60 0.092
H -0.01 0.55 7.23 0.098
H -1.01 2.00 7.37 0.092
```

Record 2
Computed, not measured: 2 unconnected molecules or ions with the total composition CHBrCl2, with the ωB97M-V functional and the def2-TZVPD basis.

Computed properties:
2S+1 = 1
Orbital gap (alpha / beta) = 11.1 / 4.7 eV
Highest occupied orbital energy (alpha / beta) = -11.3 / -8.3 eV
Energy relative to the best compared isomer or geometry (same formula, charge and spin) = 194.3 kJ/mol
E = -96137.5878 eV

XYZ file:
```
5
Properties=species:S:1:pos:R:3:nbo_charge:R:1
C 1.16 -1.01 -0.66 -0.322
Cl 0.95 -1.76 0.84 0.079
Cl 2.09 0.38 -0.90 0.047
Br 4.84 2.01 1.08 -0.009
H 0.70 -1.33 -1.57 0.204
```

Record 3
Computed, not measured: C2H4P2 in the gas phase at a distorted geometry, with the ωB97M-V functional and the def2-TZVPD basis.

Computed properties:
2S+1 = 1
Orbital gap = 9.8 eV
Highest occupied orbital energy = -8.9 eV
Energy relative to the best compared isomer or geometry (same formula, charge and spin) = 0.0 kJ/mol
E = -20714.8005 eV
SMILES string = C1P2#P1C2

XYZ file:
```
8
Properties=species:S:1:pos:R:3:nbo_charge:R:1
C 0.44 0.16 -1.17 -0.868
C -0.48 0.03 1.13 -0.957
P -1.00 -0.76 -0.46 0.502
P 0.94 -0.94 0.38 0.421
H 0.78 -0.07 -2.10 0.223
H 0.51 1.11 -0.86 0.200
H -0.38 1.08 1.07 0.229
H -0.80 -0.60 2.02 0.250
```

Record 4
Computed, not measured: a gas-phase ion, C18H22NO3 (charge +1) at a distorted geometry, with the ωB97M-V functional and the def2-TZVPD basis.

Computed properties:
2S+1 = 1
Orbital gap = 8.4 eV
Net charge = +1
Highest occupied orbital energy = -11.0 eV
Energy relative to the best compared isomer or geometry (same formula, charge and spin) = 171.3 kJ/mol
E = -26647.5149 eV
SMILES string = COC(=O)[C@H](c1ccc2cc(OC)ccc2c1)[C@@H]1CCC[NH2+]1

XYZ file:
```
44
Properties=species:S:1:pos:R:3:nbo_charge:R:1
O -0.28 -3.56 1.20 -0.629
O 1.57 -3.49 -0.17 -0.514
O 2.38 5.02 1.20 -0.507
C 0.28 -3.17 0.18 0.821
C 0.18 0.13 -1.69 -0.233
C 2.13 2.82 2.03 -0.213
C 2.18 3.69 0.87 0.327
C 0.11 -0.71 -0.59 -0.116
C 0.73 1.39 -1.60 -0.142
C 1.69 1.51 1.91 -0.188
C 1.74 3.22 -0.34 -0.268
C 0.64 -0.30 0.65 -0.205
C 1.24 1.88 -0.38 -0.069
C 1.24 1.01 0.68 -0.007
C 2.08 -4.82 0.24 -0.256
C 3.04 5.92 0.29 -0.250
C -4.00 -0.80 -0.90 -0.433
C -2.81 -1.58 -1.52 -0.426
C -3.66 -0.83 0.59 -0.246
C -2.01 -2.18 -0.33 -0.056
C -0.48 -2.12 -0.64 -0.331
N -2.30 -1.28 0.69 -0.541
H -0.11 -0.08 -2.78 0.236
H 2.49 3.25 2.95 0.239
H 0.57 1.99 -2.45 0.220
H 1.73 0.92 2.85 0.223
H 1.86 3.89 -1.24 0.236
H 0.62 -0.96 1.57 0.236
H 1.73 -5.53 -0.50 0.203
H 3.14 -4.65 0.37 0.217
H 1.73 -5.06 1.23 0.208
H 2.51 5.90 -0.66 0.169
H 3.23 6.93 0.52 0.219
H 4.05 5.44 0.07 0.179
H -5.03 -1.23 -1.13 0.248
H -4.07 0.20 -1.34 0.238
H -3.25 -2.34 -2.04 0.239
H -2.28 -1.04 -2.28 0.238
H -4.31 -1.57 1.09 0.227
H -3.87 0.11 1.16 0.244
H -2.27 -3.21 -0.12 0.257
H -0.38 -2.62 -1.61 0.257
H -2.03 -1.68 1.59 0.467
H -1.74 -0.39 0.37 0.479
```

Record 5
Computed, not measured: 2 unconnected molecules or ions with the total composition C3H11N2S at a distorted geometry, with the ωB97M-V functional and the def2-TZVPD basis.

Computed properties:
2S+1 = 2
Orbital gap (alpha / beta) = 2.3 / 6.1 eV
Net charge = -2
Highest occupied orbital energy (alpha / beta) = 4.1 / 0.1 eV
Energy relative to the best compared isomer or geometry (same formula, charge and spin) = 0.0 kJ/mol
E = -17100.9036 eV
<S²> = 0.751

XYZ file:
```
17
Properties=species:S:1:pos:R:3:lowdin_spin:R:1
C 2.67 -0.99 1.62 0.003
S 2.51 -0.84 -0.19 0.035
H 3.56 -0.44 1.96 0.000
H 1.79 -0.51 2.09 0.004
H 2.72 -2.00 2.02 0.000
C -0.34 0.30 -0.60 0.025
C -1.88 0.39 -0.73 0.301
N -2.61 -0.02 0.46 0.158
N 0.29 0.70 -1.86 0.004
H 0.02 0.92 0.25 0.014
H -0.09 -0.74 -0.40 0.003
H -2.10 1.43 -1.01 0.080
H -2.18 -0.28 -1.55 0.054
H -3.59 -0.25 0.37 0.207
H -2.36 0.33 1.37 0.105
H 0.39 1.70 -1.94 0.008
H 1.21 0.29 -1.85 0.000
```

Record 6
Computed, not measured: a molecular structure, C20H18Br4F6N3O5SbSe2Te2Ti at a distorted geometry, with the ωB97M-V functional and the def2-TZVPD basis.

Computed properties:
2S+1 = 1
Orbital gap = 5.5 eV
Net charge = -2
Highest occupied orbital energy = -2.0 eV
Energy relative to the best compared isomer or geometry (same formula, charge and spin) = 128.1 kJ/mol
E = -507158.9729 eV

XYZ file:
```
62
Properties=species:S:1:pos:R:3:nbo_charge:R:1
Ti 0.08 0.20 0.19 1.450
Br -5.20 4.35 1.66 0.058
C -4.03 2.87 1.62 -0.145
C -4.18 1.81 2.51 -0.197
Br -5.55 1.83 3.81 0.057
C -3.31 0.71 2.44 -0.079
Br -3.46 -0.81 3.54 0.073
C -2.29 0.70 1.51 0.211
O -1.45 -0.32 1.30 -0.755
C -2.12 1.78 0.65 0.316
O -1.09 1.64 -0.20 -0.711
C -2.99 2.85 0.67 -0.189
Br -2.73 4.17 -0.62 0.104
Se 0.36 -2.28 0.31 0.042
Te -0.39 -4.06 -1.24 -0.413
Te 3.05 -2.49 -2.50 -0.379
Se 2.08 -0.94 -0.76 -0.071
F 0.91 1.68 -1.96 -0.661
Sb 1.99 3.04 -1.22 3.203
F 2.21 3.86 -2.90 -0.688
F 3.48 1.97 -1.52 -0.675
F 3.13 4.26 -0.37 -0.683
F 1.63 2.06 0.42 -0.657
F 0.54 4.16 -0.85 -0.670
O 3.62 -0.47 2.71 -0.683
C 3.21 0.15 3.83 0.438
C 4.12 0.19 4.89 -0.312
C 3.77 0.79 6.08 -0.186
C 2.51 1.37 6.25 -0.287
C 1.62 1.34 5.19 -0.132
C 1.95 0.74 3.97 -0.264
C 0.95 0.77 2.87 0.802
O 0.01 1.54 2.89 -0.617
O 1.19 -0.05 1.87 -0.804
H 2.87 -0.48 2.07 0.522
H 5.10 -0.26 4.75 0.213
H 4.48 0.81 6.90 0.195
H 2.23 1.84 7.18 0.199
H 0.64 1.79 5.26 0.231
C -5.06 -1.54 -1.94 -0.413
C -4.43 -1.03 -0.66 -0.205
N -3.00 -1.09 -0.79 -0.630
C -2.30 -0.79 -1.92 0.660
N -1.03 -0.54 -1.85 -0.593
C -0.35 -0.40 -3.14 -0.234
C -0.92 -1.37 -4.16 -0.440
C -2.37 -1.02 -4.38 -0.182
N -3.03 -0.81 -3.10 -0.464
C -4.47 -0.75 -3.09 -0.192
H -6.15 -1.42 -1.91 0.200
H -4.83 -2.60 -2.06 0.211
H -4.72 -1.64 0.20 0.210
H -4.78 0.00 -0.46 0.175
H -2.44 -1.08 0.05 0.442
H 0.71 -0.58 -3.01 0.238
H -0.46 0.63 -3.50 0.191
H -0.83 -2.38 -3.75 0.242
H -0.36 -1.32 -5.10 0.210
H -2.90 -1.83 -4.91 0.176
H -2.45 -0.12 -5.00 0.170
H -4.82 -1.13 -4.05 0.193
H -4.82 0.29 -3.02 0.178
```

Record 7
Computed, not measured: 2 unconnected molecules or ions with the total composition FO2S2 at a distorted geometry, with the ωB97M-V functional and the def2-TZVPD basis.

Computed properties:
2S+1 = 3
Orbital gap (alpha / beta) = 7.3 / 3.5 eV
Net charge = -1
Highest occupied orbital energy (alpha / beta) = -3.6 / -4.1 eV
E = -28480.6104 eV
<S²> = 2.013

XYZ file:
```
5
Properties=species:S:1:pos:R:3:lowdin_spin:R:1
O -0.66 -1.40 -0.18 0.208
O 0.83 -0.13 1.31 0.210
F -1.96 1.84 0.36 0.776
S 1.53 -0.03 -1.49 0.430
S 0.25 -0.28 -0.01 0.376
```

Record 8
Computed, not measured: C3H6N2O in the gas phase at a distorted geometry, with the ωB97M-V functional and the def2-TZVPD basis.

Computed properties:
2S+1 = 1
Orbital gap = 9.7 eV
Highest occupied orbital energy = -8.6 eV
Energy relative to the best compared isomer or geometry (same formula, charge and spin) = 644.5 kJ/mol
E = -8230.0190 eV
SMILES string = N/N=C/[C@H]1CO1

XYZ file:
```
12
Properties=species:S:1:pos:R:3:nbo_charge:R:1
C -0.37 0.31 0.12 -0.078
C 0.82 -0.31 -0.29 0.017
C 2.31 0.18 -0.34 -0.026
H -3.13 -0.91 0.21 0.374
H -2.95 0.91 0.61 0.304
H -0.21 1.27 0.60 0.172
H 0.41 -1.48 -0.59 0.205
H 2.52 1.24 0.06 0.168
H 2.86 -0.17 -0.93 0.135
N -2.64 -0.10 0.00 -0.567
N -1.40 -0.38 -0.16 -0.192
O 1.77 -0.56 0.72 -0.511
```

Record 9
Computed, not measured: 2 unconnected molecules or ions with the total composition C3H9O3 at a distorted geometry, with the ωB97M-V functional and the def2-TZVPD basis.

Computed properties:
2S+1 = 1
Orbital gap = 7.1 eV
Net charge = -1
Highest occupied orbital energy = -3.2 eV
Energy relative to the best compared isomer or geometry (same formula, charge and spin) = 390.1 kJ/mol
E = -9395.6842 eV

XYZ file:
```
15
Properties=species:S:1:pos:R:3:nbo_charge:R:1
C -0.86 -0.67 0.48 -0.516
C 0.49 -0.63 -0.21 -0.152
O 1.10 0.65 -0.14 -0.763
C -1.98 0.05 -0.35 -0.010
O -3.21 -0.19 0.09 -0.913
H -0.74 -0.13 1.42 0.203
H -1.31 -1.66 0.58 0.239
H 1.19 -1.41 0.11 0.202
H 0.47 -0.82 -1.30 0.174
H 0.05 0.75 -0.38 0.579
H -1.83 1.18 -0.36 0.081
H -1.70 -0.24 -1.42 0.048
H 3.58 1.42 -0.05 0.424
H 2.11 0.58 0.35 0.526
O 3.48 0.53 0.32 -1.123
```

Record 10
Computed, not measured: a molecular structure, C2H5BrClFP2 at a distorted geometry, with the ωB97M-V functional and the def2-TZVPD basis.

Computed properties:
2S+1 = 1
Orbital gap = 10.3 eV
Highest occupied orbital energy = -9.6 eV
Energy relative to the best compared isomer or geometry (same formula, charge and spin) = 0.0 kJ/mol
E = -106013.2809 eV

XYZ file:
```
12
Properties=species:S:1:pos:R:3:nbo_charge:R:1
C -1.33 -0.20 0.73 -0.387
C 0.16 -0.01 0.13 -0.157
F 1.04 -0.76 0.90 -0.380
P 0.05 -0.71 -1.62 0.276
P 0.65 1.79 0.17 0.302
Cl -1.76 -1.94 0.64 -0.022
Br -2.62 0.77 -0.20 0.130
H -1.31 0.03 1.87 0.255
H 1.43 -0.31 -2.02 -0.011
H 0.54 -1.98 -1.25 0.009
H 1.34 1.79 1.32 -0.014
H 1.81 1.53 -0.67 -0.001
```

Record 11
Computed, not measured: 11 unconnected molecules or ions with the total composition C5H29N2O10 at a distorted geometry, with the ωB97M-V functional and the def2-TZVPD basis.

Computed properties:
2S+1 = 1
Orbital gap = 9.8 eV
Net charge = +1
Highest occupied orbital energy = -12.3 eV
Energy relative to the best compared isomer or geometry (same formula, charge and spin) = 47.4 kJ/mol
E = -29106.0242 eV

XYZ file:
```
46
Properties=species:S:1:pos:R:3:nbo_charge:R:1
C -1.29 0.39 -1.47 -0.616
C -0.53 -0.55 -0.48 -0.481
C -0.40 -0.05 0.90 0.205
C -0.96 1.03 1.55 -0.093
N -0.49 1.07 2.84 -0.451
C 0.50 0.19 2.97 0.245
N 0.63 -0.45 1.78 -0.475
H -2.38 0.48 -1.36 0.244
H -0.83 1.37 -1.47 0.194
H -1.12 -0.04 -2.48 0.227
H 0.36 -0.98 -0.85 0.253
H -1.04 -1.54 -0.43 0.259
H -1.61 1.78 1.06 0.267
H -0.70 1.75 3.51 0.448
H 1.06 -0.07 3.89 0.250
H 1.30 -1.18 1.61 0.466
H 1.77 1.31 -4.55 0.485
H 1.63 2.05 -3.26 0.479
O 1.95 1.20 -3.60 -0.987
H -0.30 -3.88 0.34 0.506
H 0.86 -3.07 0.98 0.506
O -0.09 -3.31 1.12 -1.011
H 2.55 -1.25 -0.21 0.525
H 3.32 -2.41 0.54 0.497
O 2.47 -1.99 0.42 -1.019
H -1.41 -2.73 1.89 0.512
H -2.39 -2.64 3.10 0.476
O -1.95 -2.11 2.47 -1.005
H -3.15 -1.31 1.30 0.486
H -4.60 -1.51 1.24 0.463
O -3.89 -1.19 0.74 -0.966
H 2.11 1.08 -0.61 0.494
H 2.23 0.32 -1.90 0.501
O 2.49 0.25 -1.00 -0.984
H 1.02 4.24 -3.24 0.498
H -0.18 3.39 -3.16 0.500
O 0.72 3.41 -2.80 -0.959
H -0.26 3.28 1.30 0.472
H -0.71 4.72 1.31 0.482
O -0.75 3.91 1.87 -0.951
H 2.09 3.54 0.04 0.497
H 1.83 2.69 -1.26 0.494
O 1.61 2.78 -0.32 -0.970
H -0.16 -5.28 -1.07 0.486
H -0.97 -4.32 -1.96 0.495
O -0.32 -4.40 -1.30 -0.945
```

Record 12
Computed, not measured: 2 unconnected molecules or ions with the total composition C2H8N4O at a distorted geometry, with the ωB97M-V functional and the def2-TZVPD basis.

Computed properties:
2S+1 = 1
Orbital gap = 9.3 eV
Net charge = +2
Highest occupied orbital energy = -19.2 eV
Energy relative to the best compared isomer or geometry (same formula, charge and spin) = 342.1 kJ/mol
E = -10189.2459 eV

XYZ file:
```
15
Properties=species:S:1:pos:R:3:nbo_charge:R:1
C 1.70 -0.83 0.33 1.015
C -2.85 -0.23 -0.71 -0.494
N 2.75 -0.12 0.40 -0.457
N -1.15 0.11 0.88 -0.150
N 3.31 0.38 -0.77 -0.632
N -2.26 0.36 0.47 -0.039
O 0.76 -1.40 0.17 -0.243
H -3.76 0.39 -1.12 0.295
H -2.25 -0.28 -1.51 0.256
H -3.39 -1.19 -0.46 0.304
H 3.30 -0.08 1.28 0.469
H -0.78 0.60 1.67 0.390
H 4.23 -0.03 -0.90 0.413
H 3.37 1.51 -0.83 0.435
H -3.00 0.82 1.08 0.438
```

Repeat the tenth record exactly.
Computed, not measured: a molecular structure, C2H5BrClFP2 at a distorted geometry, with the ωB97M-V functional and the def2-TZVPD basis.

Computed properties:
2S+1 = 1
Orbital gap = 10.3 eV
Highest occupied orbital energy = -9.6 eV
Energy relative to the best compared isomer or geometry (same formula, charge and spin) = 0.0 kJ/mol
E = -106013.2809 eV

XYZ file:
```
12
Properties=species:S:1:pos:R:3:nbo_charge:R:1
C -1.33 -0.20 0.73 -0.387
C 0.16 -0.01 0.13 -0.157
F 1.04 -0.76 0.90 -0.380
P 0.05 -0.71 -1.62 0.276
P 0.65 1.79 0.17 0.302
Cl -1.76 -1.94 0.64 -0.022
Br -2.62 0.77 -0.20 0.130
H -1.31 0.03 1.87 0.255
H 1.43 -0.31 -2.02 -0.011
H 0.54 -1.98 -1.25 0.009
H 1.34 1.79 1.32 -0.014
H 1.81 1.53 -0.67 -0.001
```